# 1
{"formula": "C35H58O6", "method": "ωB97M-V with the def2-TZVPD basis set", "energy_ha": -1819.97647, "gap_ev": 8.894, "homo_ha": -0.3029, "symbols": ["C", "C", "C", "C", "C", "C", "C", "O", "C", "O", "C", "C", "C", "O", "O", "C", "H", "H", "C", "O", "H", "H", "H", "H", "H", "H", "H", "C", "H", "H", "H", "C", "C", "H", "H", "C", "C", "H", "H", "H", "C", "C", "H", "C", "H", "H", "C", "C", "H", "H", "H", "C", "H", "H", "C", "H", "C", "H", "H", "C", "C", "H", "H", "H", "C", "C", "H", "C", "H", "H", "C", "C", "H", "H", "H", "C", "H", "H", "H", "H", "H", "H", "H", "H", "H", "H", "H", "H", "H", "O", "H", "H", "C", "H", "H", "H", "H", "H", "H"], "positions_angstrom": [[-1.567, -1.755, -2.514], [-2.600, -1.105, -1.644], [-2.933, 0.231, -1.847], [-3.877, 0.842, -1.014], [-4.539, 0.115, -0.024], [-4.202, -1.221, 0.188], [-3.225, -1.799, -0.613], [-2.850, -3.136, -0.349], [-1.684, -3.311, 0.263], [-0.958, -2.415, 0.617], [-1.374, -4.782, 0.454], [-0.013, -4.952, 1.127], [1.040, -4.267, 0.272], [1.176, -4.455, -0.909], [1.783, -3.439, 0.998], [2.752, -2.642, 0.318], [3.376, -3.278, -0.317], [3.345, -2.189, 1.113], [2.094, -1.555, -0.543], [1.304, -0.672, 0.202], [0.535, -1.158, 0.541], [1.510, -2.037, -1.337], [2.887, -0.958, -1.002], [0.233, -6.012, 1.203], [-0.005, -4.501, 2.118], [-1.366, -5.252, -0.531], [-2.169, -5.242, 1.043], [-4.871, -2.014, 1.271], [-5.952, -1.998, 1.142], [-4.645, -1.590, 2.250], [-4.538, -3.047, 1.253], [-5.587, 0.770, 0.837], [-5.874, 2.207, 0.402], [-6.586, 2.201, -0.427], [-6.313, 2.772, 1.224], [-4.598, 2.898, -0.094], [-4.916, 4.298, -0.617], [-5.302, 4.918, 0.187], [-5.659, 4.239, -1.408], [-4.019, 4.756, -1.022], [-3.518, 2.948, 1.004], [-2.154, 3.419, 0.485], [-2.089, 3.178, -0.576], [-1.016, 2.722, 1.229], [-1.116, 1.641, 1.097], [-1.118, 2.937, 2.297], [0.391, 3.131, 0.775], [0.656, 2.672, -0.657], [0.682, 1.585, -0.690], [1.608, 3.054, -1.016], [-0.117, 3.030, -1.332], [1.410, 2.504, 1.736], [1.334, 1.421, 1.640], [1.139, 2.770, 2.762], [2.853, 2.938, 1.491], [2.926, 4.022, 1.615], [3.827, 2.259, 2.457], [4.793, 2.769, 2.412], [3.445, 2.392, 3.472], [4.032, 0.758, 2.183], [4.039, -0.025, 3.496], [4.844, 0.322, 4.142], [4.184, -1.089, 3.316], [3.095, 0.104, 4.021], [5.330, 0.476, 1.416], [5.360, 1.075, 0.012], [4.454, 0.777, -0.522], [6.583, 0.607, -0.774], [6.601, -0.486, -0.772], [7.490, 0.950, -0.270], [6.603, 1.091, -2.228], [6.775, 2.605, -2.321], [7.690, 2.913, -1.818], [5.937, 3.124, -1.863], [6.836, 2.915, -3.362], [7.729, 0.395, -2.992], [8.692, 0.637, -2.549], [7.740, 0.713, -4.032], [7.602, -0.685, -2.967], [5.649, 0.820, -2.695], [5.367, 2.162, 0.085], [5.455, -0.608, 1.333], [6.180, 0.856, 1.990], [3.198, 0.396, 1.576], [3.139, 2.698, 0.469], [0.474, 4.223, 0.824], [-2.057, 4.501, 0.592], [-3.870, 3.589, 1.813], [-3.391, 1.942, 1.405], [-4.109, 2.169, -1.220], [-5.261, 0.751, 1.881], [-6.511, 0.189, 0.786], [-2.267, 1.023, -2.930], [-1.187, 1.026, -2.790], [-2.479, 0.589, -3.907], [-2.632, 2.045, -2.920], [-0.595, -1.292, -2.346], [-1.481, -2.820, -2.313], [-1.822, -1.624, -3.564]], "mulliken_charge": [-1.801, 1.034, 1.105, 0.556, 0.849, 0.045, 0.611, -0.728, 0.492, -0.850, -0.692, -0.676, 0.727, -0.634, -0.417, -0.233, 0.412, 0.095, -0.735, -0.108, 0.328, 0.475, 0.220, 0.342, 0.313, 0.313, 0.376, -1.813, 0.374, 0.335, 0.416, -1.069, -1.375, 0.414, 0.417, 1.415, -2.190, 0.384, 0.460, 0.431, -1.323, -0.317, 0.203, -1.033, 0.012, 0.529, 0.593, -1.355, -0.138, 0.518, 0.528, -0.582, -0.126, 0.371, -0.302, 0.359, -1.344, 0.380, 0.528, 3.159, -2.117, 0.424, 0.380, 0.459, -1.479, 0.069, 0.133, -1.190, 0.363, 0.341, 0.928, -1.467, 0.300, 0.315, 0.435, -1.644, 0.342, 0.433, 0.392, 0.214, 0.272, 0.359, 0.357, -1.343, 0.075, 0.424, 0.355, 0.645, 0.523, -0.750, 0.296, 0.587, -1.863, 0.233, 0.487, 0.384, 0.147, 0.411, 0.490]}

***

# 2
{"formula": "C35H59Cl36FN3O10P3S", "method": "ωB97M-V with the def2-TZVPD basis set", "energy_ha": -20374.04620, "gap_ev": 7.443, "homo_ha": -0.3052, "symbols": ["C", "C", "C", "C", "C", "C", "C", "C", "C", "C", "C", "C", "C", "C", "C", "C", "C", "C", "C", "O", "F", "P", "N", "O", "C", "O", "N", "O", "P", "O", "O", "O", "O", "S", "O", "O", "C", "N", "P", "C", "C", "H", "H", "H", "H", "H", "H", "H", "H", "H", "H", "H", "H", "H", "H", "H", "H", "H", "H", "H", "H", "H", "H", "H", "H", "H", "H", "H", "H", "H", "H", "H", "H", "H", "H", "H", "H", "H", "H", "H", "H", "H", "H", "H", "H", "H", "H", "H", "C", "Cl", "Cl", "Cl", "H", "C", "Cl", "Cl", "Cl", "H", "C", "Cl", "Cl", "Cl", "H", "C", "Cl", "Cl", "Cl", "H", "C", "Cl", "Cl", "Cl", "H", "C", "Cl", "Cl", "Cl", "H", "C", "Cl", "Cl", "Cl", "H", "C", "Cl", "Cl", "Cl", "H", "C", "Cl", "Cl", "Cl", "H", "C", "Cl", "Cl", "Cl", "H", "C", "Cl", "Cl", "Cl", "H", "C", "Cl", "Cl", "Cl", "H"], "positions_angstrom": [[2.942, -4.341, -1.041], [4.394, -3.616, -0.793], [4.447, -2.628, 0.519], [3.060, -1.709, 0.688], [2.977, -0.618, -0.548], [1.464, 0.000, -0.789], [0.607, -0.805, -1.953], [1.000, -0.305, -3.500], [0.556, -1.451, -4.625], [-0.923, -1.186, -5.283], [-2.182, -1.712, -4.316], [-3.253, -2.669, -5.106], [-4.275, -3.512, -4.106], [-5.309, -2.499, -3.264], [-5.889, -3.308, -1.999], [-5.929, -2.628, -0.526], [-4.465, -2.425, 0.253], [-3.279, -1.761, -0.657], [-3.292, -0.161, -0.923], [-2.694, 0.628, 0.017], [-3.803, 0.600, -2.081], [-3.925, -4.306, 0.356], [-2.202, -4.497, -0.201], [-3.885, -4.923, 1.970], [-4.551, -1.671, 1.689], [-3.212, -1.318, 2.273], [-2.438, -2.341, 2.534], [-1.246, -2.071, 2.571], [-5.611, -2.441, 3.068], [-6.549, -3.637, 2.665], [-4.673, -3.059, 4.449], [-6.683, -1.244, 3.830], [-5.089, -0.270, 1.648], [-6.377, 0.016, 0.667], [-6.044, 1.278, -0.225], [-7.574, 0.539, 1.559], [-7.029, -1.443, -0.280], [-8.197, -1.980, 0.586], [-7.949, -0.823, -1.859], [-8.948, 0.806, -1.477], [-9.388, -2.053, -2.330], [2.968, -5.196, -1.862], [2.436, -4.701, -0.040], [2.219, -3.503, -1.486], [4.738, -3.056, -1.772], [5.181, -4.478, -0.604], [4.616, -3.316, 1.471], [5.404, -1.937, 0.399], [3.189, -1.169, 1.742], [2.106, -2.394, 0.774], [3.321, -1.113, -1.554], [3.705, 0.275, -0.247], [1.531, 1.156, -1.024], [0.881, -0.124, 0.245], [0.715, -1.969, -1.870], [-0.526, -0.511, -1.806], [0.458, 0.722, -3.649], [2.171, -0.085, -3.529], [0.597, -2.490, -4.073], [1.347, -1.385, -5.513], [-1.022, -0.004, -5.416], [-1.065, -1.636, -6.365], [-1.669, -2.242, -3.406], [-2.765, -0.718, -4.019], [-2.628, -3.452, -5.719], [-3.902, -1.972, -5.817], [-3.654, -4.167, -3.330], [-4.923, -4.260, -4.736], [-6.190, -2.279, -4.038], [-4.699, -1.532, -3.068], [-7.037, -3.534, -2.259], [-5.409, -4.402, -2.048], [-6.403, -3.537, 0.106], [-3.064, -2.341, -1.679], [-2.257, -1.923, -0.055], [-2.172, -5.180, -0.991], [-1.598, -4.822, 0.612], [-2.974, -5.217, 2.269], [-4.159, -2.285, 4.870], [-6.023, -0.542, 4.142], [-8.510, -2.920, 0.203], [-9.021, -1.338, 0.426], [-8.215, 1.692, -1.792], [-9.304, 0.867, -0.364], [-9.836, 0.839, -2.258], [-10.092, -1.413, -3.043], [-10.024, -2.334, -1.387], [-9.019, -2.962, -2.967], [5.612, 2.809, 1.335], [7.044, 3.268, 0.397], [4.133, 3.292, 0.487], [5.607, 1.065, 1.649], [5.646, 3.332, 2.294], [-4.570, 4.246, -0.602], [-6.254, 4.438, -0.086], [-4.305, 5.037, -2.166], [-3.466, 4.898, 0.620], [-4.365, 3.179, -0.717], [-4.525, 3.599, 3.953], [-3.546, 4.018, 5.368], [-5.086, 1.921, 4.059], [-5.900, 4.706, 3.798], [-3.901, 3.698, 3.061], [8.694, 4.910, -3.072], [7.223, 5.378, -2.202], [9.173, 3.260, -2.640], [8.453, 5.051, -4.822], [9.498, 5.590, -2.779], [-6.370, 8.388, 3.160], [-8.054, 8.580, 3.677], [-6.105, 9.179, 1.597], [-5.266, 9.040, 4.382], [-6.165, 7.321, 3.045], [-2.006, 11.503, 3.526], [-1.286, 12.331, 2.135], [-1.332, 9.873, 3.697], [-1.753, 12.440, 5.008], [-3.082, 11.414, 3.354], [10.808, 2.387, 1.366], [10.434, 0.980, 0.356], [11.034, 3.830, 0.363], [9.525, 2.654, 2.559], [11.740, 2.190, 1.901], [-0.011, -5.435, 4.163], [-1.334, -4.998, 5.258], [0.735, -6.961, 4.667], [-0.597, -5.551, 2.494], [0.748, -4.649, 4.208], [4.196, -1.525, -7.111], [2.733, -0.614, -7.525], [3.973, -2.401, -5.588], [4.621, -2.644, -8.417], [5.018, -0.816, -6.984], [13.059, 1.833, -3.720], [14.815, 2.052, -3.628], [12.638, 0.735, -5.045], [12.428, 1.222, -2.181], [12.601, 2.805, -3.919], [12.289, 0.756, 5.265], [10.966, 1.194, 6.360], [13.035, -0.770, 5.769], [11.703, 0.641, 3.597], [13.048, 1.542, 5.310], [10.466, 0.920, 10.474], [9.037, 1.720, 9.797], [9.988, -0.444, 11.499], [11.546, 0.376, 9.179], [11.005, 1.642, 11.092]], "mulliken_charge": [-0.323, -0.481, -0.512, -0.239, 0.400, -0.695, 0.694, -0.393, 0.417, -0.721, 0.905, -0.917, -0.522, 0.225, -1.578, -0.144, 0.187, 0.130, -0.268, -0.546, -0.361, 0.210, -0.175, -0.427, 0.997, -0.236, 0.375, -0.474, 0.987, -0.680, -0.485, -0.458, 0.018, 0.913, -0.282, -0.667, -0.380, -0.471, 0.241, -0.636, -0.997, 0.337, 0.132, -0.173, 0.202, 0.351, 0.321, 0.136, 0.264, 0.083, 0.019, -0.367, 0.307, 0.154, -0.139, -0.534, 0.328, 0.229, 0.273, -0.713, 0.278, 0.324, -0.219, -0.256, 0.361, 0.228, 0.111, 0.372, 0.521, -0.265, 0.247, 0.600, 0.705, -0.399, 0.498, 0.283, -0.127, 0.125, 0.329, 0.278, 0.322, 0.377, 0.161, 0.245, 0.414, 0.403, 0.267, 0.291, -0.151, -0.006, -0.131, -0.099, 0.369, 1.079, -0.129, -0.153, -0.143, -0.722, 0.400, -0.149, -0.113, -0.140, -0.127, 0.024, -0.110, -0.072, -0.132, 0.281, 0.530, -0.130, -0.133, -0.120, -0.127, 0.149, -0.125, -0.114, -0.125, 0.213, -0.198, -0.116, -0.106, -0.073, 0.485, 0.110, -0.098, -0.119, -0.232, 0.256, 0.000, -0.131, -0.066, -0.124, 0.304, 0.060, -0.126, -0.124, -0.044, 0.244, 0.018, -0.083, -0.129, -0.094, 0.282, 0.033, -0.127, -0.122, -0.080, 0.294]}

***

| no. | F_max (eV Å⁻¹) | lowest unoccupied orbital energy (Eh) |
| --- | --- | --- |
| 1 | 0.84 | 0.0240 |
| 2 | 10.50 | -0.0317 |